(1)
ORCA calculation (ωB97M-V/def2-TZVPD) on a 8-piece molecular cluster, C34H71NO14S7 overall in a non-equilibrium geometry.

Geometry (Å):
O 2.063 1.737 -4.483
S 1.301 1.366 -5.695
O 0.555 2.479 -6.351
C 2.420 0.411 -6.744
C 2.156 -1.050 -6.289
C 0.592 -1.264 -6.081
C -0.015 0.060 -5.488
H 3.432 0.813 -6.781
H 2.067 0.603 -7.757
H 2.750 -1.879 -6.674
H 2.581 -1.030 -5.285
H 0.415 -2.143 -5.461
H 0.090 -1.585 -6.994
H -0.308 -0.075 -4.447
H -0.923 0.372 -6.003
O -1.796 4.970 -1.038
S -0.633 5.331 -1.881
O -0.807 6.414 -2.812
C 0.748 5.666 -0.668
C 1.709 4.399 -0.824
C 0.908 3.196 -1.373
C 0.158 3.803 -2.566
H 0.369 5.777 0.348
H 1.254 6.535 -1.089
H 2.444 4.527 -1.618
H 2.255 4.108 0.074
H 0.289 2.758 -0.590
H 1.685 2.519 -1.730
H -0.668 3.241 -3.000
H 0.839 4.190 -3.323
O -4.603 -7.200 -2.571
S -4.779 -5.899 -1.938
O -6.078 -5.378 -1.509
C -3.640 -5.761 -0.551
C -2.331 -5.297 -1.217
C -2.705 -4.138 -2.161
C -4.045 -4.516 -2.934
H -3.617 -6.721 -0.034
H -4.033 -5.028 0.153
H -1.780 -4.721 -0.473
H -1.724 -6.125 -1.581
H -1.844 -3.839 -2.758
H -2.783 -3.305 -1.462
H -3.945 -4.925 -3.940
H -4.685 -3.637 -2.857
O 1.840 -3.272 -1.260
S 1.003 -2.072 -1.133
O 0.247 -1.508 -2.267
C -0.056 -2.458 0.362
C -0.329 -1.087 1.051
C 1.036 -0.313 1.090
C 1.871 -0.655 -0.188
H 0.611 -3.003 1.031
H -0.933 -3.074 0.164
H -1.163 -0.634 0.516
H -0.909 -1.321 1.943
H 1.464 -0.669 2.027
H 0.740 0.727 1.226
H 2.823 -1.158 -0.018
H 2.108 0.079 -0.958
O -4.143 -0.172 2.271
S -5.299 0.161 1.445
O -6.522 0.708 1.955
C -4.635 1.333 0.248
C -5.343 0.915 -0.995
C -5.162 -0.584 -1.143
C -5.634 -1.135 0.209
H -3.618 0.994 0.048
H -4.511 2.337 0.654
H -6.422 1.008 -0.870
H -4.988 1.350 -1.929
H -4.096 -0.805 -1.197
H -5.518 -0.984 -2.093
H -4.865 -1.841 0.521
H -6.536 -1.719 0.389
O 3.187 -2.128 6.827
S 3.683 -1.929 5.457
O 3.852 -0.631 4.704
C 5.265 -2.782 5.354
C 5.092 -4.274 5.043
C 3.804 -4.398 4.235
C 2.815 -3.173 4.393
H 5.762 -2.482 6.276
H 5.739 -2.282 4.509
H 6.060 -4.483 4.587
H 5.101 -4.859 5.962
H 3.432 -5.348 4.618
H 4.019 -4.576 3.181
H 1.836 -3.257 4.865
H 2.621 -2.639 3.463
O 7.808 -2.509 0.212
S 6.410 -2.008 -0.109
O 5.431 -1.829 0.926
C 6.409 -0.450 -1.185
C 5.417 -0.764 -2.303
C 5.745 -2.266 -2.667
C 5.510 -3.059 -1.417
H 7.423 -0.300 -1.555
H 6.024 0.367 -0.574
H 4.369 -0.692 -2.012
H 5.695 -0.083 -3.107
H 6.758 -2.507 -2.990
H 5.219 -2.547 -3.579
H 5.750 -4.109 -1.252
H 4.450 -3.068 -1.162
C -3.603 6.326 2.257
C -3.616 5.154 3.236
N -2.417 4.988 4.164
C -1.165 4.609 3.477
C -1.134 3.424 2.529
C -2.833 4.142 5.270
C -3.611 4.919 6.381
H -2.749 6.149 1.603
H -3.500 7.209 2.887
H -4.551 6.331 1.720
H -4.524 5.226 3.835
H -3.674 4.246 2.636
H -0.955 5.546 2.961
H -0.306 4.459 4.131
H -1.586 2.548 2.994
H -1.680 3.508 1.590
H -0.140 3.086 2.238
H -1.979 3.795 5.851
H -3.499 3.333 4.969
H -4.551 4.386 6.522
H -3.870 5.923 6.045
H -3.141 4.856 7.362

Its structure (SMILES) is O=S1(=O)CCCC1.O=S1(=O)CCCC1.O=S1(=O)CCCC1.O=S1(=O)CCCC1.O=S1(=O)CCCC1.O=S1(=O)CCCC1.O=S1(=O)CCCC1.CCN(CC)CC. The molecular weight comes out at 942.4 u. Its charge is 0. The value obtained for the energy above the lowest of the compared OMol25 structures with the same formula, charge and spin is 0.00 kcal/mol. For the HOMO energy, the calculation gives -8.1433 eV. The spin multiplicity is 1.

---

(2)
ORCA calculation (ωB97M-V/def2-TZVPD) on C34H72Ca3N2O19P2 as an isolated structure in a non-equilibrium geometry.

Geometry (Å):
Ca -1.721 3.420 2.232
Ca 0.252 0.548 -0.750
Ca -3.818 1.931 0.079
P -3.602 4.822 0.748
O -2.551 5.334 1.793
O -4.507 3.641 1.236
O -2.600 3.849 0.087
O -3.969 5.585 -0.521
P -1.469 0.795 1.042
O -0.416 1.885 1.040
O -0.600 -0.450 1.120
O -1.984 0.919 -0.391
O -2.541 1.387 1.914
O 1.666 3.967 -3.431
C 0.680 3.333 -2.737
O 0.929 2.236 -2.242
O -0.435 3.853 -2.547
H 2.364 3.309 -3.446
O -5.084 1.800 -3.944
C -4.710 1.976 -2.723
O -3.851 2.825 -2.399
O -5.195 1.357 -1.743
H -5.742 1.118 -3.789
C -3.728 -3.979 1.773
C -3.493 -5.372 1.126
C -2.352 -5.191 0.168
O -1.603 -4.193 0.862
C -2.438 -3.226 1.463
H -3.888 -4.117 2.842
H -4.622 -3.519 1.352
H -4.393 -5.843 0.731
H -3.100 -6.159 1.770
H -2.554 -4.877 -0.855
H -1.760 -6.088 -0.013
H -2.473 -2.368 0.792
H -1.972 -2.894 2.391
C 1.346 -1.214 5.514
C 0.732 -1.070 4.164
C -0.642 -0.407 4.410
O -0.410 0.342 5.631
C 0.915 0.118 6.165
H 2.430 -1.319 5.485
H 0.900 -2.068 6.023
H 0.649 -2.030 3.655
H 1.276 -0.376 3.522
H -1.439 -1.145 4.496
H -0.804 0.251 3.556
H 1.055 0.022 7.241
H 1.615 0.885 5.833
C -2.466 -1.209 -3.710
C -2.541 -2.134 -2.504
C -1.040 -2.246 -2.083
O -0.620 -0.862 -2.300
C -1.411 -0.181 -3.320
H -3.422 -0.721 -3.902
H -2.105 -1.802 -4.551
H -3.095 -3.062 -2.642
H -3.109 -1.658 -1.705
H -0.450 -2.936 -2.687
H -0.924 -2.549 -1.043
H -0.850 0.112 -4.207
H -1.926 0.701 -2.939
C 1.101 -6.503 -0.153
C 2.530 -6.819 0.009
C 3.271 -6.071 -1.108
O 2.491 -4.887 -1.225
C 1.153 -5.177 -0.909
H 0.521 -6.417 0.765
H 0.575 -7.181 -0.825
H 2.692 -7.897 0.013
H 2.922 -6.320 0.895
H 3.293 -6.710 -1.991
H 4.286 -5.776 -0.843
H 0.531 -5.306 -1.794
H 0.727 -4.356 -0.331
C -0.778 1.328 -6.769
C 0.591 1.633 -6.226
C 0.697 3.143 -6.433
O 0.114 3.280 -7.702
C -0.817 2.308 -7.926
H -1.505 1.645 -6.021
H -1.015 0.288 -6.993
H 1.358 1.126 -6.813
H 0.568 1.320 -5.182
H 1.724 3.509 -6.449
H 0.165 3.584 -5.590
H -0.648 1.881 -8.914
H -1.748 2.873 -7.990
C 2.555 -0.581 -3.137
C 2.840 -1.276 -1.781
N 2.362 -0.468 -0.595
C 3.349 0.629 -0.284
C 2.984 1.584 0.856
C 2.123 -1.400 0.545
C 3.331 -2.202 0.983
H 3.066 -1.197 -3.878
H 2.968 0.425 -3.205
H 1.491 -0.512 -3.361
H 2.404 -2.271 -1.695
H 3.902 -1.458 -1.616
H 4.302 0.136 -0.094
H 3.464 1.249 -1.174
H 3.658 2.423 1.028
H 2.072 2.130 0.613
H 2.776 1.049 1.782
H 1.342 -2.135 0.351
H 1.833 -0.805 1.410
H 4.216 -1.594 1.170
H 3.700 -2.843 0.182
H 3.021 -2.886 1.773
C -0.738 3.452 5.895
C -0.237 4.520 4.924
N 0.138 4.065 3.580
C 0.671 5.244 2.819
C 0.710 4.925 1.289
C 1.021 2.915 3.635
C 2.458 3.089 4.194
H -1.518 3.837 6.552
H 0.079 3.105 6.529
H -1.230 2.645 5.353
H -0.999 5.288 4.793
H 0.548 5.012 5.499
H 0.032 6.119 2.938
H 1.649 5.610 3.132
H 1.015 5.798 0.711
H 1.453 4.164 1.052
H -0.208 4.570 0.821
H 1.111 2.558 2.609
H 0.464 2.098 4.094
H 3.021 2.169 4.351
H 2.468 3.603 5.154
H 3.146 3.663 3.573

The molecular weight comes out at 995.1 u. Its charge is -2. For the HOMO energy, the calculation gives -0.1611 eV. The spin multiplicity is 1.

---

(3)
ORCA calculation (ωB97M-V/def2-TZVPD) on a 4-piece molecular cluster, C34H73BClN3O7P overall in a non-equilibrium geometry.

Geometry (Å):
C 3.411 -1.756 -1.842
C 2.797 -0.253 -2.110
C 2.405 0.061 -3.671
C 1.507 -1.145 -4.374
C -0.020 -1.165 -3.778
C -0.269 -2.305 -2.596
C -1.833 -2.117 -2.071
C -1.961 -1.961 -0.433
C -1.413 -0.529 0.149
C 0.100 -0.489 0.779
O 0.969 -1.683 0.871
C 0.677 0.948 1.319
P 2.465 0.958 2.053
N 3.570 -0.022 1.040
O 2.381 0.156 3.629
N -0.138 2.256 1.263
Cl 0.719 3.670 1.851
C -1.583 2.313 0.731
C -2.381 3.749 0.705
C -2.633 4.403 2.211
C -2.246 6.029 2.181
C -1.719 6.597 3.628
C -0.074 6.494 3.667
C 0.672 7.799 4.333
O 1.733 8.394 3.505
C 2.919 7.530 3.406
C -2.259 0.895 0.156
B -3.811 0.806 -0.445
O -4.858 0.223 0.458
N -4.233 1.226 -1.841
C -4.764 0.044 -2.657
C -5.494 2.084 -1.612
H 2.767 -2.612 -2.351
H 3.466 -2.039 -0.686
H 4.529 -1.784 -2.241
H 3.628 0.541 -1.787
H 1.851 -0.058 -1.418
H 1.721 1.036 -3.660
H 3.351 0.360 -4.333
H 2.051 -2.194 -4.369
H 1.409 -0.843 -5.524
H -0.402 -0.085 -3.442
H -0.740 -1.470 -4.680
H 0.494 -2.207 -1.712
H -0.196 -3.355 -3.160
H -2.236 -1.137 -2.587
H -2.514 -3.048 -2.370
H -3.078 -2.176 -0.157
H -1.311 -2.820 0.079
H 0.500 -2.379 1.454
H 4.159 0.699 0.531
H 4.222 -0.482 1.743
H 1.949 -0.749 3.444
H -3.429 3.724 0.186
H -1.710 4.483 0.046
H -2.014 3.833 3.038
H -3.774 4.357 2.473
H -3.182 6.699 1.877
H -1.441 6.226 1.327
H -2.122 7.689 3.883
H -2.171 5.902 4.485
H 0.227 5.504 4.259
H 0.343 6.392 2.570
H 1.017 7.498 5.420
H -0.164 8.628 4.466
H 3.294 7.542 2.276
H 2.714 6.396 3.656
H 3.839 7.877 4.050
H -4.531 -0.683 0.768
H -5.803 0.246 -3.157
H -4.814 -0.867 -1.915
H -4.021 -0.245 -3.543
H -6.377 1.331 -1.355
H -5.373 2.800 -0.690
H -5.757 2.636 -2.617
C 6.885 2.040 3.171
C 6.828 0.544 3.437
O 7.600 -0.225 2.518
C 8.999 0.048 2.479
C 9.696 -0.181 3.809
H 6.543 2.261 2.153
H 6.249 2.579 3.882
H 7.899 2.433 3.267
H 5.792 0.209 3.334
H 7.125 0.315 4.465
H 9.174 1.064 2.110
H 9.430 -0.629 1.733
H 9.310 0.475 4.592
H 10.770 0.006 3.712
H 9.550 -1.213 4.145
C -8.493 -3.763 -5.595
C -8.309 -2.340 -5.092
O -7.012 -2.092 -4.553
C -5.911 -2.272 -5.441
C -5.967 -1.372 -6.663
H -8.304 -4.482 -4.788
H -9.514 -3.908 -5.964
H -7.807 -4.000 -6.410
H -9.024 -2.158 -4.284
H -8.538 -1.612 -5.876
H -5.827 -3.325 -5.729
H -5.005 -2.036 -4.870
H -6.849 -1.568 -7.277
H -5.082 -1.524 -7.289
H -6.006 -0.319 -6.362
C 0.656 -7.285 3.693
C 0.117 -6.500 2.508
O 0.883 -5.338 2.202
C 2.251 -5.551 1.860
C 2.438 -6.432 0.637
H 0.701 -6.649 4.585
H 0.012 -8.145 3.906
H 1.664 -7.661 3.509
H -0.894 -6.156 2.746
H 0.026 -7.136 1.623
H 2.797 -5.948 2.722
H 2.680 -4.563 1.652
H 2.034 -7.436 0.790
H 3.501 -6.531 0.398
H 1.923 -6.001 -0.228

The molecular weight comes out at 713.2 u. Its charge is +1. For the HOMO energy, the calculation gives -11.2346 eV. The spin multiplicity is 1.

---

> Among the records above, which one has the highest molecular weight?

C34H72Ca3N2O19P2